Record 1
Here is a gas-phase ion, C4H8Cl2PS (charge +1) in a non-equilibrium geometry from the Open Molecules 2025 dataset. Energies are from ωB97M-V/def2-TZVPD.

Values from the calculation:
HOMO level (eV): -14.44
Total charge: +1
Lowest unoccupied orbital energy (eV): -4.37
HOMO-LUMO gap (eV): 10.07

Last column: Mulliken charge in e.
Element x y z (Å)
C 2.35461 -0.42748 0.34090  -0.44
C 2.14343 -1.57590 -0.69273  -0.50
C 1.38777 -0.33864 -0.77430  -0.23
C -2.90991 1.76165 0.58961  -0.87
P -0.74565 -0.20987 -0.29015  0.73
S -1.28987 1.79592 -0.36107  0.01
Cl -1.83395 -1.39381 -1.38317  -0.09
Cl -0.95404 -0.81799 1.63014  -0.13
H 2.18942 -0.68651 1.37693  0.27
H 3.29834 0.15526 0.14889  0.25
H 2.99004 -1.96245 -1.15385  0.33
H 1.59170 -2.37038 -0.24372  0.25
H 1.35543 0.49152 -1.42215  0.40
H -2.76737 1.80932 1.70212  0.33
H -3.57413 1.02544 0.25701  0.38
H -3.23580 2.74391 0.27553  0.33

Record 2
Here is C4H8ClF in the gas phase in a non-equilibrium geometry from the Open Molecules 2025 dataset. Energies are from ωB97M-V/def2-TZVPD.

Values from the calculation:
HOMO level (eV): -10.71
Total charge: 0
Lowest unoccupied orbital energy (eV): 0.85
HOMO-LUMO gap (eV): 11.56
Structure (SMILES): CC(C)(Cl)CF

Last column: Mulliken charge in e.
Element x y z (Å)
C -0.26002 0.08046 1.44697  -1.48
C 0.19451 -0.24896 -0.02026  1.01
C 1.10843 0.82910 -0.59675  -1.35
C -1.00669 -0.56144 -0.88283  -0.50
H 0.53545 0.56351 1.96395  0.43
H -1.09746 0.73337 1.40932  0.35
H -0.61248 -0.78663 1.87052  0.43
H 0.60675 1.56777 -1.32366  0.28
H 1.87643 0.26405 -1.13425  0.40
H 1.57904 1.42638 0.18173  0.31
H -0.80437 -1.13315 -1.77512  0.33
H -1.60164 0.32339 -1.15188  0.31
F -1.84816 -1.33100 -0.04291  -0.30
Cl 1.33023 -1.72683 0.05518  -0.23

Record 3
Here is 2 unconnected molecules or ions with the total composition C4H8ClF in a non-equilibrium geometry from the Open Molecules 2025 dataset. Energies are from ωB97M-V/def2-TZVPD.

Values from the calculation:
HOMO level (alpha / beta) (eV): -7.80 / -8.81
Total charge: 0
Lowest unoccupied orbital energy (alpha / beta) (eV): 0.20 / 0.50
HOMO-LUMO gap (alpha / beta) (eV): 8.00 / 9.32

Last column: Mulliken charge in e.
Element x y z (Å)
C 1.88727 0.28260 -1.61217  -0.95
C -3.02110 -0.48089 1.74160  -0.79
C 0.58929 0.51541 -0.78132  -0.47
C 0.72758 -0.13595 0.57139  0.26
F 1.52782 0.53003 1.39148  -0.23
Cl 0.59678 -1.82311 0.69240  -0.17
H 2.67760 0.87974 -1.03796  0.27
H 1.68814 0.76967 -2.55079  0.28
H 1.91477 -0.77789 -1.69748  0.35
H -2.31207 -1.30797 1.57603  0.19
H -2.56945 0.42740 1.95134  0.29
H -4.08109 -0.53191 1.60645  0.32
H 0.64278 1.53722 -0.51251  0.29
H -0.26833 0.11565 -1.33846  0.35

Record 4
Here is C4H8ClN in the gas phase in a non-equilibrium geometry from the Open Molecules 2025 dataset. Energies are from ωB97M-V/def2-TZVPD.

Values from the calculation:
HOMO level (eV): -9.43
Total charge: 0
Lowest unoccupied orbital energy (eV): 0.92
HOMO-LUMO gap (eV): 10.36
Structure (SMILES): C[C@@]1(CCl)CN1

Last column: Mulliken charge in e.
Element x y z (Å)
C 0.11108 0.15838 1.51072  -1.40
C 0.02380 0.04885 -0.01418  0.87
C -0.80678 1.11831 -0.74889  -0.52
C 0.98826 -0.81850 -0.74436  -0.58
H 0.61153 1.11545 1.73606  0.35
H -0.89264 0.09338 1.93662  0.36
H 0.79502 -0.58815 2.00289  0.32
H -0.24176 2.01788 -0.86588  0.31
H -1.77539 1.30374 -0.20808  0.31
H 1.35472 -0.53564 -1.77612  0.22
H 1.77977 -1.31302 -0.12749  0.27
H -0.41090 -1.92412 0.25666  0.28
N -0.41326 -1.24813 -0.50691  -0.60
Cl -1.12344 0.57157 -2.45105  -0.20

no.,DFT total energy (a.u.)
1,-1816.8509
2,-717.2512
3,-717.1037
4,-672.1066